ORCA calculation (wB97M-V/def2-TZVPD) on 5 unconnected molecules or ions with the total composition C72H54FN4O13PS.

Its largest force on an atom is 0.64 eV Å⁻¹. The HOMO energy is -0.3264 Ha. For the LUMO energy, the calculation gives -1.201 eV. For the orbital gap, the calculation gives 0.282 Eh. As for the molar mass: 1265.28 g mol⁻¹.

The geometry in XYZ format:
```
146
Properties=species:S:1:pos:R:3:forces:R:3:mulliken_charge:R:1
C 1.094485 -0.721844 2.036774 0.05 -0.17 0.11 -1.468
C 0.891761 -2.030064 1.272891 0.00 0.44 -0.03 -0.225
C 0.632615 -1.791440 -0.217937 0.23 0.14 0.18 -0.094
F 1.846862 -1.911065 -0.927560 0.00 0.09 0.04 -0.368
C -0.397078 -2.694709 -0.847737 0.19 0.43 0.02 -0.571
C -0.221163 -4.042834 -0.956892 0.23 -0.40 -0.04 1.196
C 1.033828 -4.703660 -0.434001 0.06 -0.26 0.14 -0.700
C 1.759088 -5.708644 -1.353831 -0.02 -0.02 0.15 -0.847
C 1.946074 -5.166763 -2.741928 0.25 0.38 -0.24 0.480
O 2.754853 -4.326887 -3.055787 -0.38 -0.46 0.10 -0.572
O 1.082317 -5.702528 -3.647497 0.16 -0.01 0.17 -0.406
C -1.249511 -4.825824 -1.543781 0.21 -0.08 0.12 0.040
O -1.074345 -6.171572 -1.545631 0.50 -0.18 0.02 -0.596
C -2.404873 -4.286239 -2.039462 -0.46 0.24 -0.31 0.178
P -3.589453 -5.471515 -2.729173 -0.28 -0.15 0.56 0.853
N -3.909847 -6.659663 -1.805899 0.01 0.31 -0.27 -0.777
O -2.807925 -5.927718 -4.068402 0.02 -0.31 -0.23 -0.585
O -4.831164 -4.631470 -3.299163 0.18 0.06 -0.23 -0.384
C -2.566306 -2.882590 -1.973616 -0.01 0.29 0.13 0.060
N -3.685641 -2.286790 -2.463855 0.10 -0.10 -0.02 -0.612
C -3.809794 -1.003932 -2.346913 0.01 0.13 0.06 0.397
S -5.267547 -0.340893 -3.094951 -0.25 -0.13 -0.09 -0.164
C -2.812742 -0.183055 -1.714985 0.10 -0.01 -0.05 0.381
C -2.943227 1.307275 -1.580398 -0.21 -0.19 0.04 -1.757
C -2.837168 2.083597 -2.901242 0.33 0.26 0.20 0.164
N -1.476047 2.623501 -3.033769 -0.11 -0.16 -0.05 -0.735
N -1.741812 -0.747317 -1.239284 0.07 -0.08 -0.01 -0.345
C -1.574638 -2.095451 -1.354067 -0.35 0.10 -0.11 0.361
H 0.264924 -0.034318 1.876194 -0.02 0.05 -0.05 0.391
H 2.024866 -0.237826 1.739154 -0.02 0.08 -0.09 0.269
H 1.158790 -0.916222 3.107558 0.03 0.01 0.03 0.404
H 0.045566 -2.572394 1.694224 0.05 -0.15 0.06 0.395
H 1.800258 -2.623087 1.379174 -0.16 -0.21 0.03 0.039
H 0.317041 -0.760553 -0.345323 -0.03 -0.01 -0.13 0.756
H 0.774830 -5.238444 0.483644 0.03 -0.05 0.01 0.437
H 1.757714 -3.942284 -0.166303 -0.11 -0.04 -0.07 -0.099
H 1.249158 -6.664001 -1.359277 -0.10 0.00 -0.19 0.355
H 2.756391 -5.867954 -0.944606 0.04 0.06 -0.02 0.606
H 1.327846 -5.328095 -4.506601 -0.05 0.08 0.00 0.328
H -1.088114 -6.517308 -2.448124 -0.19 -0.08 -0.02 0.333
H -4.902246 -6.776146 -1.649228 0.02 -0.20 0.08 0.239
H -2.749260 -5.215330 -4.717049 0.17 0.06 0.04 0.364
H -5.277946 -5.168234 -3.967522 -0.18 0.03 0.06 0.344
H -5.454518 0.693685 -2.271631 0.11 0.14 0.02 0.205
H -2.142749 1.643130 -0.925981 0.00 0.05 0.08 0.340
H -3.887771 1.525182 -1.075430 -0.02 0.08 -0.03 0.475
H -3.513645 2.936983 -2.859051 -0.09 -0.02 -0.12 0.209
H -3.129520 1.455798 -3.745157 -0.14 -0.03 -0.04 0.272
H -0.807403 1.861699 -3.073469 0.05 0.01 0.00 0.201
H -1.392494 3.131220 -3.905886 0.04 0.03 -0.02 0.257
C 4.938918 -1.110862 0.723130 -0.05 -0.02 -0.06 -0.511
C 4.832837 -2.166156 1.622455 0.00 0.02 0.01 -0.459
C 5.366753 -2.054018 2.894411 -0.06 -0.05 -0.06 -0.570
C 6.018120 -0.885819 3.271135 0.02 0.07 0.01 0.181
C 6.137669 0.168947 2.363186 0.03 0.00 0.06 0.183
C 5.589964 0.054143 1.091875 -0.05 -0.05 -0.04 -0.717
C 6.858106 1.423269 2.729178 -0.01 0.01 -0.01 0.525
O 6.953635 2.343232 1.946474 0.01 0.00 -0.01 -0.667
C 7.460306 1.503226 4.091632 -0.03 -0.06 -0.01 0.570
C 8.174542 2.639893 4.446946 0.05 0.06 0.07 -0.702
C 8.731490 2.739962 5.710775 -0.01 -0.01 0.00 -0.509
C 8.573470 1.707677 6.628920 0.00 0.01 -0.02 -0.526
C 7.865211 0.571848 6.277648 0.04 0.03 0.07 -0.502
C 7.310819 0.461211 5.008984 -0.01 0.01 -0.05 -0.017
C 6.572043 -0.780364 4.648971 -0.02 -0.03 0.02 0.347
O 6.427304 -1.679289 5.453412 0.00 0.02 -0.09 -0.680
H 4.508229 -1.202763 -0.265505 -0.02 -0.01 0.00 0.483
H 4.331121 -3.078160 1.325503 0.00 -0.01 -0.01 0.482
H 5.286718 -2.864883 3.604876 0.02 0.02 0.05 0.472
H 5.680620 0.882250 0.403018 0.04 0.03 0.02 0.476
H 8.286233 3.437006 3.725364 -0.03 -0.02 -0.04 0.486
H 9.289874 3.625276 5.984073 0.00 0.01 0.01 0.381
H 9.003974 1.789179 7.618123 0.01 0.00 0.01 0.475
H 7.736055 -0.238906 6.980349 -0.02 -0.04 -0.02 0.712
C -6.708917 3.050991 -4.562053 0.04 -0.05 -0.06 -0.442
C -7.575846 2.332475 -3.744998 0.03 -0.02 0.03 -0.855
C -8.233441 2.959992 -2.700853 0.02 -0.07 -0.05 -0.665
C -8.027223 4.314636 -2.468927 0.02 0.07 0.01 0.238
C -7.149576 5.034562 -3.282254 -0.02 0.02 0.06 0.227
C -6.495618 4.399053 -4.331143 0.02 -0.06 -0.04 -0.814
C -6.883449 6.482163 -3.036562 0.00 0.01 -0.02 0.563
O -6.129996 7.110246 -3.748323 0.01 0.00 0.00 -0.655
C -7.573268 7.127634 -1.882364 -0.01 -0.06 -0.01 0.217
C -7.309660 8.462559 -1.602820 -0.02 0.08 0.04 -0.558
C -7.946601 9.084798 -0.543200 -0.01 -0.01 0.00 -0.479
C -8.854253 8.378613 0.238863 0.01 0.00 -0.01 -0.484
C -9.118682 7.047506 -0.033166 -0.02 0.07 0.05 -0.567
C -8.476000 6.415559 -1.090202 0.04 -0.03 -0.04 0.179
C -8.759545 4.974491 -1.349406 -0.01 -0.01 0.01 0.596
O -9.554947 4.359312 -0.672561 0.00 -0.01 0.01 -0.662
H -6.193807 2.559236 -5.378071 0.01 0.01 -0.01 0.607
H -7.731299 1.275134 -3.920348 -0.04 0.00 -0.03 0.693
H -8.907378 2.412258 -2.056728 -0.04 0.04 0.02 0.501
H -5.820775 4.967683 -4.956118 0.01 0.04 0.02 0.592
H -6.604707 9.000110 -2.221391 0.01 -0.04 -0.04 0.477
H -7.737496 10.123456 -0.324464 0.00 0.01 0.00 0.402
H -9.354095 8.868993 1.063532 0.00 0.01 0.01 0.399
H -9.819550 6.485197 0.567784 0.01 -0.05 -0.02 0.476
C -1.363696 0.576809 -8.978604 0.00 0.00 -0.01 -0.589
C -1.218379 0.356768 -10.344135 -0.01 0.01 0.01 -0.441
C -2.117570 0.912391 -11.237903 0.08 -0.04 0.01 -0.643
C -3.171617 1.686244 -10.769542 -0.05 0.04 0.02 0.416
C -3.325401 1.896269 -9.398053 -0.04 0.01 -0.04 0.042
C -2.414551 1.343719 -8.506250 0.07 -0.05 0.02 -0.629
C -4.464305 2.696526 -8.864794 -0.01 0.01 0.00 0.471
O -4.592943 2.885069 -7.673124 -0.03 -0.01 0.10 -0.638
C -5.442553 3.251101 -9.842345 0.05 -0.03 -0.02 0.100
C -6.536973 3.964281 -9.369094 -0.07 0.05 -0.01 -0.550
C -7.451598 4.497341 -10.260633 0.01 0.00 -0.02 -0.613
C -7.274430 4.325397 -11.629157 0.01 0.00 0.02 -0.450
C -6.187312 3.613558 -12.106445 -0.08 0.04 -0.02 -0.679
C -5.270657 3.069480 -11.216182 0.04 -0.04 0.04 0.381
C -4.119185 2.287821 -11.752877 0.01 0.00 -0.02 0.512
O -3.959050 2.143750 -12.945202 -0.01 -0.01 -0.01 -0.670
H -0.655095 0.146954 -8.283102 0.01 0.00 0.00 0.418
H -0.399939 -0.248525 -10.710373 0.01 0.00 0.00 0.393
H -2.013792 0.754624 -12.302264 -0.04 0.03 -0.02 0.483
H -2.541958 1.520902 -7.447390 -0.05 0.02 0.01 0.745
H -6.660556 4.095149 -8.303026 0.04 -0.02 0.02 0.653
H -8.304675 5.050057 -9.890466 -0.01 0.01 0.00 0.420
H -7.988143 4.747524 -12.323932 -0.01 0.00 0.00 0.388
H -6.038303 3.470344 -13.167481 0.04 -0.03 0.00 0.485
C 8.528632 -3.468474 15.666622 0.00 0.01 -0.01 -0.466
C 9.035362 -2.210944 15.356952 -0.01 -0.01 -0.01 -0.502
C 8.927868 -1.716204 14.068783 0.02 0.02 0.09 -0.507
C 8.318857 -2.480266 13.081276 -0.03 -0.04 -0.04 0.121
C 7.822531 -3.748276 13.389035 0.01 0.02 -0.06 0.167
C 7.924196 -4.235593 14.685798 0.03 0.00 0.09 -0.593
C 7.191357 -4.605750 12.342684 -0.01 -0.02 0.02 0.630
O 6.752803 -5.702687 12.615470 0.00 -0.01 0.00 -0.661
C 7.125116 -4.067523 10.955209 0.03 0.04 0.04 0.166
C 6.583989 -4.857846 9.948932 -0.03 -0.01 -0.09 -0.632
C 6.503931 -4.370919 8.655403 0.00 0.01 -0.01 -0.696
C 6.955630 -3.089621 8.352687 0.02 -0.04 0.03 -0.133
C 7.497890 -2.303326 9.355992 -0.02 0.01 -0.11 -0.662
C 7.590696 -2.785791 10.654730 0.01 -0.02 0.06 0.182
C 8.200580 -1.920369 11.703495 0.00 0.03 0.00 0.505
O 8.590397 -0.800359 11.448019 0.01 0.00 -0.01 -0.668
H 8.608519 -3.850376 16.675736 0.00 0.00 0.01 0.399
H 9.513963 -1.616544 16.123869 0.00 0.00 0.01 0.399
H 9.312110 -0.738350 13.814379 -0.02 0.01 -0.05 0.469
H 7.528683 -5.216169 14.910783 -0.01 -0.02 -0.05 0.474
H 6.231071 -5.850097 10.193247 0.00 0.00 0.05 0.475
H 6.084718 -4.990712 7.873687 -0.01 0.00 -0.01 0.433
H 6.883979 -2.710097 7.340650 -0.01 -0.03 0.09 0.537
H 7.858602 -1.305222 9.148561 0.02 0.02 0.04 0.634
```
Positions in Å, forces in eV/Å.